{
  "formula": "C16H23Cl2N3O3",
  "method": "ωB97M-V/def2-TZVPD",
  "energy_ha": -1933.902987,
  "relative_energy_ev": 0.156,
  "smiles": "CCN(CC)CCN[C@@H](CC(=O)Nc1ccc(Cl)cc1Cl)C(=O)O",
  "lumo_ev": 0.4,
  "homo_energy_ev": -8.318,
  "elements": ["C", "H", "H", "H", "C", "N", "C", "C", "N", "H", "C", "H", "C", "O", "O", "H", "C", "C", "O", "N", "C", "C", "C", "C", "C", "C", "Cl", "H", "Cl", "H", "H", "H", "H", "H", "H", "H", "H", "H", "C", "C", "H", "H", "H", "H", "H", "H", "H"],
  "xyz": [[7.0257, -2.1521, -1.5042], [6.3137, -2.6562, -2.1536], [7.7132, -2.8964, -1.1109], [7.5922, -1.4387, -2.0980], [6.3116, -1.4491, -0.3419], [5.3720, -0.4048, -0.7026], [4.1617, -0.8705, -1.3499], [3.2269, -1.5732, -0.3493], [2.9389, -0.7998, 0.8408], [3.8103, -0.4272, 1.2160], [1.9933, 0.2812, 0.6844], [1.7862, 0.5021, -0.3756], [2.5369, 1.5773, 1.3114], [3.6126, 1.6251, 1.8418], [1.7411, 2.6298, 1.2225], [0.8842, 2.4215, 0.7668], [0.6568, -0.1316, 1.3628], [-0.5479, 0.4936, 0.7005], [-0.5101, 1.6133, 0.2101], [-1.6471, -0.2958, 0.6982], [-2.9208, -0.0303, 0.1980], [-3.2712, 1.1651, -0.4244], [-4.5523, 1.3679, -0.9013], [-5.5065, 0.3726, -0.7625], [-5.1863, -0.8286, -0.1462], [-3.9028, -1.0201, 0.3270], [-3.5132, -2.5263, 1.0970], [-5.9289, -1.6028, -0.0377], [-7.1059, 0.6156, -1.3549], [-4.8084, 2.2990, -1.3801], [-2.5272, 1.9367, -0.5303], [-1.5722, -1.2107, 1.1311], [0.6019, -1.2203, 1.3387], [0.6752, 0.1749, 2.4122], [3.6769, -2.5125, -0.0182], [2.2852, -1.8170, -0.8510], [3.6463, 0.0042, -1.7517], [4.3574, -1.5522, -2.1953], [5.9865, 0.7299, -1.3732], [5.2651, 2.0350, -1.0468], [5.8396, 2.8771, -1.4243], [5.1561, 2.1337, 0.0294], [4.2761, 2.0728, -1.4979], [7.0130, 0.8098, -1.0093], [6.0262, 0.5907, -2.4673], [7.0607, -0.9914, 0.3109], [5.7757, -2.1941, 0.2501]],
  "forces_ev_per_a": [[-0.2251, 0.1674, 0.2264], [-0.0091, -0.0759, -0.1094], [0.0953, -0.0987, -0.0122], [0.0775, 0.0324, -0.0898], [0.1616, -0.1398, -0.0985], [-0.0706, 0.0136, -0.0575], [-0.1552, -0.1177, 0.2267], [0.1027, 0.0325, -0.1666], [0.2793, 0.2117, 0.2942], [-0.1400, 0.0644, -0.0654], [-0.0801, -0.1488, 0.1232], [0.0493, -0.0015, 0.1067], [-0.0439, -0.4968, -0.3029], [0.0246, 0.1020, 0.1484], [-0.2545, 0.4283, 0.0245], [0.3025, -0.1688, 0.0806], [0.1396, 0.2572, -0.2338], [0.2089, -0.3765, 0.2969], [-0.1194, 0.2583, -0.1367], [-0.0744, -0.4262, 0.1604], [-0.3760, 0.0860, -0.1339], [0.1090, 0.0504, 0.0160], [-0.1661, -0.2048, 0.0368], [0.3306, -0.0773, 0.1356], [-0.0078, 0.1574, -0.0707], [0.0078, 0.2286, -0.0987], [-0.0137, -0.0959, 0.0358], [-0.0360, -0.0689, 0.0194], [-0.2305, 0.0387, -0.0871], [-0.0389, 0.0817, -0.0476], [-0.0109, -0.0047, -0.0047], [0.2140, 0.2914, -0.0886], [-0.0206, 0.0551, 0.0123], [-0.0578, -0.0628, 0.0296], [-0.0839, -0.0468, -0.1436], [0.0552, -0.1194, -0.0145], [-0.0046, -0.0216, -0.0640], [-0.0346, 0.0846, -0.0121], [-0.1559, 0.2377, 0.0519], [0.1987, -0.2028, -0.0462], [-0.0020, 0.1430, -0.0915], [0.0006, 0.0424, 0.0626], [-0.1324, 0.0458, -0.0436], [0.0311, -0.0417, -0.0750], [0.1200, -0.0224, 0.0775], [-0.0526, -0.0920, 0.0453], [0.0882, 0.0010, 0.0837]]
}